Computed, not measured: a structure of composition C43H53N8RuSbSeSi3 at a distorted geometry, with wB97M-V/def2-TZVPD.

Highest occupied orbital energy (alpha / beta) (eV): -5.0201 / -4.9744
Lowest unoccupied orbital energy (alpha / beta) (eV): 2.015 / 1.186
Charge: -1
Kohn-Sham gap (alpha / beta) (eV): 7.0 / 6.2
ΔE to the lowest compared entry with this formula, charge and spin (eV): 1.197
F_max (hartree/bohr): 0.0250
Multiplicity: 2

The geometry in XYZ format:
```
110
Properties=species:S:1:pos:R:3:mulliken_spin:R:1
Ru -0.368 1.464 -0.882 0.83
C -2.624 1.998 1.602 -0.01
N -1.907 2.465 0.416 -0.01
C -2.342 3.544 -0.145 0.02
C -1.818 3.938 -1.394 -0.02
C -2.094 5.030 -2.213 0.00
C -1.280 4.881 -3.332 0.00
C -0.550 3.706 -3.147 0.01
N -0.875 3.121 -1.981 -0.06
C -2.588 2.922 2.792 0.00
C -3.722 3.035 3.590 0.00
C -3.717 3.829 4.727 0.00
C -2.575 4.535 5.071 0.00
C -1.443 4.448 4.271 0.00
C -1.452 3.647 3.140 0.00
H -2.217 1.024 1.864 0.01
H -3.670 1.815 1.334 0.00
H -3.137 4.137 0.310 0.01
H -2.797 5.818 -2.000 0.00
H -1.200 5.538 -4.181 0.00
H 0.186 3.291 -3.802 0.01
H -4.618 2.488 3.318 0.00
H -4.609 3.904 5.335 0.00
H -2.569 5.166 5.950 0.00
H -0.556 5.016 4.510 0.00
H -0.576 3.612 2.504 0.00
C 2.005 -2.920 -1.995 0.01
Sb 0.341 -1.762 -1.224 0.01
C 1.302 0.199 -1.375 0.10
C 2.644 0.360 -0.711 -0.01
C 2.854 0.973 0.527 0.01
C 4.138 1.175 0.991 0.00
C 5.211 0.710 0.244 0.00
C 4.922 0.052 -0.935 0.00
N 3.690 -0.113 -1.406 0.01
Si 1.550 0.686 -3.223 -0.03
C 2.629 -0.358 -4.377 0.02
C -0.067 0.628 -4.196 0.02
C 2.420 2.358 -3.154 0.00
C 0.263 -2.621 0.859 0.00
C -0.163 -1.527 1.802 0.00
C -0.721 -1.829 3.054 0.00
C -0.972 -0.831 3.971 0.00
C -0.662 0.480 3.635 0.00
C -0.179 0.706 2.363 -0.01
N 0.037 -0.250 1.456 0.00
Si -1.116 -3.948 0.660 0.00
C -2.800 -3.140 0.582 0.00
C -1.200 -5.235 2.047 0.00
C -0.872 -4.964 -0.905 0.00
Si 1.873 -3.386 1.551 0.00
C 3.339 -2.236 1.458 0.00
C 2.304 -5.029 0.738 0.00
C 1.749 -3.773 3.398 0.00
H 2.253 -2.499 -2.961 0.00
H 1.689 -3.953 -2.130 0.00
H 2.894 -2.874 -1.373 0.00
H 2.011 1.302 1.106 -0.01
H 4.301 1.694 1.927 0.00
H 6.233 0.860 0.561 0.00
H 5.720 -0.354 -1.550 0.00
H 2.139 -1.280 -4.687 0.00
H 3.587 -0.598 -3.933 0.00
H 2.794 0.230 -5.284 0.00
H -0.239 -0.412 -4.483 0.00
H 0.072 1.180 -5.129 0.00
H -0.974 0.997 -3.721 0.00
H 3.421 2.203 -2.754 0.00
H 1.921 3.089 -2.519 0.00
H 2.535 2.788 -4.152 0.00
H -0.922 -2.857 3.309 0.00
H -1.391 -1.072 4.940 0.00
H -0.822 1.307 4.312 0.00
H 0.027 1.721 2.032 0.00
H -2.962 -2.431 1.394 0.00
H -3.577 -3.905 0.636 0.00
H -2.927 -2.594 -0.351 0.00
H -1.617 -4.841 2.974 0.00
H -0.245 -5.701 2.278 0.00
H -1.873 -6.025 1.707 0.00
H -0.962 -4.368 -1.812 0.00
H -1.659 -5.721 -0.940 0.00
H 0.086 -5.481 -0.925 0.00
H 3.652 -1.979 0.448 0.00
H 4.183 -2.705 1.967 0.00
H 3.117 -1.304 1.975 0.00
H 2.424 -4.963 -0.340 0.00
H 1.564 -5.799 0.951 0.00
H 3.255 -5.366 1.155 0.00
H 1.650 -2.867 3.996 0.00
H 2.685 -4.255 3.690 0.00
H 0.935 -4.444 3.664 0.00
Se -2.640 0.291 -1.182 0.01
C -3.339 -0.825 -2.569 0.01
C -2.695 -1.378 -3.672 0.00
C -3.397 -2.212 -4.529 0.00
N -4.676 -2.544 -4.383 0.00
C -5.294 -2.010 -3.330 0.00
C -4.689 -1.165 -2.420 0.00
H -1.654 -1.175 -3.865 0.00
H -2.890 -2.640 -5.388 0.00
H -6.340 -2.272 -3.207 0.00
H -5.260 -0.768 -1.590 0.00
N 0.909 2.839 0.031 0.06
C 1.692 3.578 0.455 -0.01
C 2.637 4.470 0.943 0.00
C 2.251 5.478 1.846 0.00
N 1.934 6.307 2.585 0.00
C 3.987 4.326 0.557 0.00
N 5.091 4.203 0.244 0.00
```